{"formula": "C5H10INO2", "method": "ωB97M-V/def2-TZVPD", "de_lowest_kj_mol": 0.0, "homo_ev": -9.04, "gap_ev": 9.287, "species": ["C", "C", "C", "C", "C", "N", "O", "O", "I", "H", "H", "H", "H", "H", "H", "H", "H", "H", "H"], "xyz": [[0.942, -1.759, 0.510], [-0.875, -1.118, -1.252], [0.136, 1.461, -1.001], [1.149, 0.874, 1.158], [-0.031, -0.728, -0.095], [0.222, 0.529, 0.108], [0.695, -2.422, 1.494], [1.866, -1.674, -0.336], [-0.528, -4.954, 3.150], [-1.117, -2.145, -1.418], [-1.802, -0.694, -0.958], [-0.421, -0.867, -2.132], [0.863, 1.159, -1.657], [-0.843, 1.483, -1.358], [0.204, 2.450, -0.631], [1.443, -0.051, 1.571], [1.924, 1.368, 0.701], [0.578, 1.514, 1.811], [0.077, -3.709, 2.665]], "nbo_charge": [0.73, -0.69, -0.42, -0.39, 0.38, -0.29, -0.68, -0.66, -0.15, 0.26, 0.24, 0.24, 0.22, 0.22, 0.22, 0.24, 0.21, 0.21, 0.13]}

{"formula": "C10H31N6NaO9Pb", "method": "ωB97M-V/def2-TZVPD", "homo_ev": -13.26, "gap_ev": 5.536, "charge": 2, "species": ["Na", "Pb", "N", "O", "O", "O", "C", "O", "C", "C", "N", "C", "C", "O", "C", "H", "H", "H", "H", "H", "H", "H", "H", "H", "H", "H", "H", "H", "H", "H", "C", "O", "N", "N", "H", "H", "H", "H", "C", "O", "N", "N", "H", "H", "H", "H", "C", "O", "H", "H", "H", "H", "C", "O", "H", "H", "H", "H"], "xyz": [[3.956, -1.507, -0.385], [-0.676, -2.018, -1.051], [1.391, 0.163, 1.207], [0.541, -0.293, 0.370], [2.615, -0.046, 1.062], [0.983, 0.838, 2.132], [-2.223, 0.917, -0.477], [-2.203, -0.121, -1.463], [-2.406, 0.340, -2.796], [-2.394, -0.849, -3.720], [-1.222, -1.758, -3.601], [-1.488, -2.972, -4.413], [-2.070, -2.765, -5.799], [-1.318, -1.811, -6.540], [0.009, -2.189, -6.850], [-1.952, 0.589, 0.518], [-3.222, 1.357, -0.447], [-1.562, 1.742, -0.755], [-1.647, 1.067, -3.102], [-3.362, 0.858, -2.895], [-2.450, -0.439, -4.730], [-3.288, -1.438, -3.513], [-0.418, -1.275, -3.998], [-2.105, -3.644, -3.808], [-0.558, -3.542, -4.482], [-3.081, -2.369, -5.722], [-2.127, -3.743, -6.283], [0.609, -2.566, -6.013], [0.444, -1.272, -7.242], [0.067, -2.995, -7.588], [-2.098, -1.626, 2.272], [-1.985, -1.785, 1.040], [-3.006, -2.279, 3.030], [-1.337, -0.780, 3.017], [-3.806, -2.711, 2.596], [-3.076, -2.065, 4.007], [-1.676, -0.668, 3.954], [-0.750, -0.072, 2.597], [4.977, 1.481, 3.546], [5.451, 2.439, 4.138], [5.745, 0.718, 2.714], [3.713, 1.057, 3.759], [6.684, 1.036, 2.553], [5.445, -0.149, 2.299], [3.171, 1.435, 4.512], [3.303, 0.498, 3.035], [0.996, 3.960, 1.257], [1.298, 5.323, 1.087], [1.871, 3.440, 1.664], [0.135, 3.714, 1.884], [0.852, 3.448, 0.302], [1.638, 5.676, 1.913], [0.298, 1.575, 5.643], [1.219, 2.192, 6.525], [-0.180, 0.739, 6.160], [-0.422, 2.333, 5.339], [0.814, 1.256, 4.731], [1.881, 1.556, 6.807]], "nbo_charge": [1.00, 1.65, 0.74, -0.66, -0.60, -0.39, -0.27, -0.61, -0.08, -0.27, -0.71, -0.26, -0.09, -0.53, -0.26, 0.22, 0.21, 0.20, 0.19, 0.23, 0.25, 0.21, 0.39, 0.21, 0.21, 0.20, 0.21, 0.14, 0.22, 0.20, 0.82, -0.81, -0.79, -0.81, 0.42, 0.41, 0.40, 0.43, 0.76, -0.63, -0.86, -0.86, 0.42, 0.35, 0.42, 0.38, -0.24, -0.71, 0.17, 0.16, 0.15, 0.48, -0.25, -0.71, 0.16, 0.19, 0.15, 0.47]}

{"formula": "C32H35N5O5PV", "method": "ωB97M-V/def2-TZVPD", "homo_ev": [-11.22, -11.25], "gap_ev": [7.128, 7.635], "s_squared": 0.77, "charge": 1, "multiplicity": 2, "species": ["V", "C", "C", "C", "C", "C", "C", "C", "C", "N", "C", "O", "C", "C", "C", "C", "C", "N", "C", "O", "N", "C", "C", "C", "C", "C", "C", "C", "C", "H", "H", "H", "H", "H", "H", "H", "H", "H", "H", "H", "H", "H", "H", "H", "H", "H", "H", "H", "H", "H", "O", "N", "N", "O", "C", "C", "C", "C", "C", "C", "H", "H", "H", "H", "H", "C", "P", "C", "C", "O", "H", "H", "H", "H", "H", "H", "H", "H", "H"], "xyz": [[0.392, -0.562, 0.017], [-1.663, -1.904, 2.728], [-1.344, -0.497, 3.157], [-2.238, 0.197, 3.967], [-1.949, 1.474, 4.411], [-0.750, 2.070, 4.055], [0.167, 1.410, 3.249], [1.475, 2.082, 2.924], [-0.148, 0.122, 2.795], [0.785, -0.540, 1.910], [2.044, -0.850, 2.406], [2.360, -1.014, 3.555], [3.025, -0.907, 1.266], [4.392, -1.015, 1.373], [5.146, -0.959, 0.204], [4.511, -0.814, -1.024], [3.138, -0.719, -1.034], [2.428, -0.741, 0.088], [2.267, -0.517, -2.240], [2.704, -0.477, -3.362], [0.949, -0.360, -1.841], [0.055, 0.227, -2.818], [-0.892, -0.557, -3.475], [-0.893, -2.053, -3.331], [-1.790, 0.059, -4.335], [-1.736, 1.427, -4.560], [-0.749, 2.181, -3.951], [0.172, 1.595, -3.085], [1.310, 2.438, -2.566], [-2.397, -2.350, 3.399], [-0.758, -2.509, 2.745], [-2.074, -1.931, 1.717], [-3.165, -0.283, 4.258], [-2.646, 1.997, 5.054], [-0.515, 3.067, 4.409], [1.357, 3.165, 2.940], [1.855, 1.793, 1.945], [2.233, 1.822, 3.668], [4.836, -1.135, 2.352], [6.225, -1.016, 0.253], [5.048, -0.771, -1.962], [-0.162, -2.491, -4.017], [-1.871, -2.475, -3.564], [-0.601, -2.343, -2.325], [-2.536, -0.545, -4.839], [-2.446, 1.898, -5.229], [-0.673, 3.243, -4.155], [0.981, 3.459, -2.373], [2.096, 2.483, -3.324], [1.756, 2.042, -1.655], [-1.481, -0.344, -0.273], [-1.969, 0.875, -0.251], [-1.073, 1.707, 0.009], [0.166, 1.301, 0.187], [-1.365, 3.123, 0.112], [-0.308, 3.993, 0.290], [-0.585, 5.348, 0.388], [-1.894, 5.802, 0.306], [-2.938, 4.901, 0.134], [-2.682, 3.546, 0.038], [0.704, 3.620, 0.359], [0.228, 6.048, 0.528], [-2.103, 6.861, 0.379], [-3.959, 5.254, 0.082], [-3.483, 2.832, -0.090], [0.427, -4.911, -1.448], [-0.294, -3.978, -0.106], [-0.012, -4.983, 1.345], [-2.072, -3.865, -0.351], [0.388, -2.619, 0.017], [-0.222, -5.752, -1.701], [1.396, -5.296, -1.125], [0.566, -4.280, -2.325], [-0.164, -6.032, 1.086], [-0.690, -4.712, 2.151], [1.018, -4.842, 1.678], [-2.367, -4.390, -1.259], [-2.356, -2.817, -0.442], [-2.592, -4.303, 0.500]], "mulliken_charge": [-0.62, -1.06, 1.12, -1.06, -0.97, -0.81, 1.76, -1.51, -0.48, 1.06, -0.73, -0.63, 1.07, -0.95, -0.46, -0.85, 0.60, 0.81, -0.22, -0.65, 0.99, -0.36, 1.00, -0.61, -1.01, -0.98, -0.79, 1.62, -1.66, 0.50, 0.05, 0.13, 0.48, 0.43, 0.48, 0.47, -0.03, 0.43, 0.62, 0.48, 0.62, 0.48, 0.48, -0.89, 0.46, 0.44, 0.48, 0.53, 0.43, -0.02, -0.30, -1.52, 1.83, 0.49, 0.09, 0.21, -1.24, -0.53, -0.70, -0.52, 0.62, 0.44, 0.44, 0.44, 0.50, -1.30, 1.29, -1.40, -1.12, -0.85, 0.45, 0.38, 0.29, 0.46, 0.40, 0.37, 0.45, 0.17, 0.46]}